{
  "formula": "C14H14BCrF4N5S",
  "method": "ωB97M-V with the def2-TZVPD basis set",
  "homo_ha": [-0.555, -0.553],
  "gap_ev": [6.1, 5.6],
  "total_charge": 2,
  "elements": ["Cr", "C", "C", "N", "N", "C", "N", "S", "C", "C", "C", "C", "C", "N", "H", "H", "H", "H", "H", "H", "H", "H", "H", "F", "B", "F", "F", "F", "N", "C", "C", "C", "C", "C", "C", "H", "H", "H", "H", "H"],
  "positions_angstrom": [[0.7090, -0.4471, 0.6004], [-0.3116, 3.7106, 1.1085], [-0.2536, 2.2519, 0.8424], [0.8364, 1.5797, 0.6574], [2.0210, 2.2743, 0.7377], [3.0373, 1.4844, 0.5454], [4.2800, 1.9570, 0.6291], [2.8470, -0.1926, 0.0664], [-1.4674, 1.4257, 0.7715], [-2.7570, 1.9056, 0.8466], [-3.8101, 0.9994, 0.7753], [-3.5426, -0.3511, 0.6293], [-2.2247, -0.7627, 0.5415], [-1.2167, 0.1120, 0.6129], [0.6411, 4.0703, 1.4824], [-1.1047, 3.9310, 1.8214], [-0.5314, 4.2488, 0.1819], [4.4170, 2.9349, 0.8341], [5.0870, 1.3784, 0.4729], [-2.9392, 2.9639, 0.9608], [-4.8311, 1.3515, 0.8376], [-4.3359, -1.0832, 0.5878], [-1.9605, -1.8067, 0.4363], [1.7064, 0.4544, 3.1826], [0.7682, 0.3952, 4.1241], [1.0892, 0.3717, 5.3829], [-0.4921, 0.3900, 3.7246], [0.7719, -1.7289, 1.6914], [0.5069, -1.1154, -0.8821], [0.3861, -1.9564, -1.8765], [0.3523, -3.3647, -1.6212], [0.2540, -4.2210, -2.6815], [0.1934, -3.6916, -3.9810], [0.2291, -2.3160, -4.2527], [0.3258, -1.4365, -3.2105], [0.4168, -3.7167, -0.5991], [0.2303, -5.2908, -2.5314], [0.1197, -4.3780, -4.8164], [0.1855, -1.9654, -5.2739], [0.3672, -0.3659, -3.3591]],
  "forces_ev_per_a": [[0.47, 0.55, -0.70], [0.03, -0.04, -0.01], [-0.16, 0.01, -0.02], [0.10, 0.31, 0.26], [-0.25, -0.62, -0.13], [0.37, 0.49, 0.05], [-0.13, -0.04, -0.02], [0.11, -0.19, -0.05], [0.09, 0.02, -0.02], [-0.05, -0.01, 0.02], [-0.02, 0.04, 0.01], [0.01, -0.02, -0.01], [0.01, 0.11, 0.05], [-0.27, -0.27, 0.18], [0.00, 0.00, 0.01], [0.02, 0.03, 0.00], [-0.01, -0.02, -0.02], [0.03, 0.00, 0.02], [0.00, -0.01, -0.01], [-0.02, 0.00, -0.01], [0.00, 0.00, 0.00], [-0.01, 0.00, 0.00], [0.00, 0.00, 0.01], [-0.03, -0.03, -0.11], [0.05, 0.05, 0.32], [-0.02, -0.03, -0.07], [-0.02, -0.01, -0.13], [-0.29, -0.24, 0.57], [0.05, -0.23, 0.08], [0.00, 0.31, -0.21], [0.03, -0.01, 0.00], [-0.01, 0.12, -0.06], [-0.01, -0.09, -0.10], [0.01, -0.03, 0.08], [-0.04, -0.16, 0.00], [0.00, 0.02, 0.01], [0.00, -0.01, 0.00], [0.00, -0.01, 0.02], [0.00, 0.00, -0.01], [0.00, 0.01, 0.02]],
  "mulliken_charge": [0.41, -1.55, 0.80, 1.31, -1.17, 0.78, -0.37, -0.19, 0.36, -0.64, -0.52, -0.87, -0.26, 0.38, 0.41, 0.46, 0.35, 0.24, 0.20, 0.44, 0.47, 0.44, 0.55, -0.15, 0.39, -0.15, -0.23, -0.61, 0.04, 0.15, 0.06, -0.82, -0.17, -0.80, -0.06, 0.51, 0.44, 0.43, 0.44, 0.48]
}